No. 1
Below is an isolated ion of composition C10H13O and charge +1, with properties calculated with ωB97M-V/def2-TZVPD.

The HOMO energy is -12.487 eV. Its LUMO energy is -6.12 eV. The calculation puts the energy at -12618.8147 eV. Its energy above the lowest of the compared OMol25 structures with the same formula, charge and spin is 127.6 kJ/mol.

ORCA input file:
```
! wB97M-V def2-TZVPD RIJCOSX def2/J DEFGRID3
* xyz 1 1
C -2.387 -1.229 0.544
C -3.003 -0.025 0.649
C -1.041 -1.354 0.166
C -2.335 1.153 0.208
C -0.454 -0.192 -0.391
C -1.071 1.049 -0.422
C 0.792 -0.402 -1.159
C 1.991 0.572 1.309
C 2.017 -1.104 -0.564
C 2.630 0.041 0.050
O -0.396 2.128 -0.960
H -2.791 -2.223 0.719
H -4.032 0.015 0.936
H -0.660 -2.346 0.155
H -2.922 2.060 0.226
H 1.186 0.595 -1.660
H 0.551 -1.147 -1.898
H 1.783 -0.264 1.978
H 1.011 1.110 1.222
H 2.731 1.284 1.752
H 2.527 -1.487 -1.453
H -1.082 2.789 -1.061
H 1.756 -1.849 0.162
H 3.200 0.828 -0.509
*
```

=====

No. 2
Below is a 2-piece molecular cluster, C21H26FNO7S overall, with properties calculated with ωB97M-V/def2-TZVPD.

The HOMO energy is -9.407 eV. Its LUMO energy is -0.73 eV. The calculation puts the energy at -51574.2675 eV.

ORCA input file:
```
! wB97M-V def2-TZVPD RIJCOSX def2/J DEFGRID3
* xyz 0 1
C 0.610 -2.312 -0.268
C 1.252 -2.659 -1.613
C 0.627 -1.944 -2.808
C 0.821 -0.408 -2.852
C 2.062 0.127 -2.146
C 1.916 1.679 -1.990
C 0.898 1.949 -0.903
C -0.297 2.504 -1.239
C -1.287 2.735 -0.328
C -2.593 3.319 -0.812
C -3.166 2.450 -1.947
O -4.604 2.469 -1.925
C -5.098 1.650 -0.943
C -5.103 0.153 -1.165
O -5.562 2.117 0.071
C -1.070 2.396 0.992
S -2.319 2.627 2.252
C 0.135 1.881 1.323
C 1.147 1.642 0.407
C 2.379 1.065 1.068
O 3.437 0.716 0.605
N 2.013 0.991 2.441
C 0.681 1.445 2.676
O 0.168 1.450 3.771
H -0.477 -2.385 -0.292
H 0.982 -2.992 0.497
H 0.869 -1.310 0.073
H 2.316 -2.433 -1.523
H 1.203 -3.738 -1.754
H -0.443 -2.160 -2.765
H 0.984 -2.436 -3.712
H -0.105 0.061 -2.523
H 0.934 -0.143 -3.905
H 2.959 -0.030 -2.742
H 2.203 -0.254 -1.147
H 2.885 2.094 -1.728
H 1.524 2.092 -2.916
H -0.443 2.750 -2.282
H -2.348 4.311 -1.188
H -3.266 3.400 0.032
H -2.885 2.820 -2.926
H -2.818 1.427 -1.788
H -4.484 -0.334 -0.418
H -6.124 -0.190 -1.045
H -4.751 -0.107 -2.160
H -2.977 1.456 2.136
H 2.591 1.732 2.847
C 3.047 -2.401 3.842
C 1.606 -2.827 3.903
O 1.597 -3.992 3.097
C 2.849 -4.544 3.189
O 3.120 -5.646 2.862
O 3.732 -3.652 3.712
F 0.805 -1.887 3.346
H 3.256 -1.777 2.972
H 3.368 -1.876 4.738
H 1.246 -3.073 4.903
*
```

=====

No. 3
Below is C20H14Br2N3OPtSe2 as an isolated structure, with properties calculated with ωB97M-V/def2-TZVPD.

The HOMO energy is -16.980 eV. Its LUMO energy is -12.32 eV. The calculation puts the energy at -301481.4603 eV.

ORCA input file:
```
! wB97M-V def2-TZVPD RIJCOSX def2/J DEFGRID3
* xyz 3 1
Pt 0.200 0.612 0.867
Se -1.710 1.205 3.079
Se 0.143 2.612 2.716
C -0.357 3.348 1.005
C -0.837 4.618 0.810
C -1.069 5.020 -0.506
C -0.783 4.149 -1.545
C -0.301 2.884 -1.253
N -0.099 2.497 0.010
C -0.640 -0.355 3.438
C -0.821 -1.082 4.592
C -0.109 -2.270 4.739
C 0.762 -2.668 3.738
C 0.905 -1.873 2.615
N 0.218 -0.735 2.467
H -1.021 5.282 1.644
H -1.465 6.007 -0.709
H -0.931 4.439 -2.576
H -0.059 2.172 -2.030
H -1.504 -0.737 5.356
H -0.240 -2.873 5.628
H 1.332 -3.582 3.821
H 1.576 -2.147 1.814
C 3.114 -0.134 -0.360
C 2.069 -0.763 -1.214
C 2.397 -1.522 -2.340
C 1.405 -2.073 -3.114
C 0.064 -1.868 -2.764
C -1.061 -2.397 -3.521
Br -0.763 -3.392 -5.015
C -2.405 -2.173 -3.153
C -2.708 -1.449 -2.045
Br -4.440 -1.150 -1.550
C -1.620 -0.866 -1.190
O -1.853 -0.229 -0.203
C -0.201 -1.111 -1.624
N 0.774 -0.578 -0.878
H 4.110 -0.337 -0.745
H 3.056 -0.518 0.661
H 2.972 0.948 -0.326
H 3.439 -1.666 -2.591
H 1.659 -2.658 -3.989
H -3.200 -2.587 -3.759
*
```

=====

No. 4
Below is an isolated ion of composition C6H14NO and charge +1, with properties calculated with ωB97M-V/def2-TZVPD.

The HOMO energy is -12.712 eV. Its LUMO energy is -3.37 eV. The calculation puts the energy at -9977.4451 eV. Its energy above the lowest of the compared OMol25 structures with the same formula, charge and spin is 270.1 kJ/mol.

ORCA input file:
```
! wB97M-V def2-TZVPD RIJCOSX def2/J DEFGRID3
* xyz 1 1
C -0.175 0.829 -1.297
O 0.728 0.658 -2.472
C 0.892 0.508 -0.178
C 0.155 0.701 1.228
C -0.999 -0.187 1.142
C -0.903 -1.543 1.261
C -2.125 -2.489 1.417
N 2.077 1.251 -0.560
H -0.963 0.034 -1.167
H -0.407 1.955 -1.238
H 0.351 0.807 -3.285
H 1.365 -0.528 -0.156
H 0.871 0.510 2.053
H -0.359 1.743 1.280
H -1.987 0.240 0.757
H 0.070 -2.047 1.406
H -3.072 -1.892 1.324
H -2.319 -3.451 0.955
H -2.007 -2.773 2.488
H 1.669 1.870 -1.413
H 2.937 0.738 -0.880
H 2.418 1.855 0.126
*
```

=====

No. 5
Below is C13H21NO3S2 as an isolated structure, with properties calculated with ωB97M-V/def2-TZVPD.

The HOMO energy is -8.208 eV. Its LUMO energy is -0.01 eV. The calculation puts the energy at -43109.5489 eV. Its energy above the lowest of the compared OMol25 structures with the same formula, charge and spin is 1435.4 kJ/mol.

ORCA input file:
```
! wB97M-V def2-TZVPD RIJCOSX def2/J DEFGRID3
* xyz 0 1
C -4.904 -0.353 -0.701
H -4.723 0.156 -1.740
H -4.209 -1.176 -0.808
H -5.939 -0.617 -0.603
S -4.398 0.568 0.408
C -2.836 1.116 0.171
C -2.174 0.533 -0.788
C -0.809 1.097 -1.330
C -0.248 2.051 -0.496
C -0.850 2.544 0.647
C -2.237 2.375 0.939
H -2.843 2.696 1.638
H -0.396 3.186 1.124
S 1.529 2.583 -0.679
O 1.706 3.789 -0.305
O 1.728 2.207 -1.971
N 2.462 1.268 0.209
H 2.392 0.454 -0.178
C 2.338 1.497 1.529
C 2.422 0.030 2.263
H 2.288 0.002 3.139
C 1.352 -0.936 1.714
O 1.860 -1.206 0.291
C 0.852 -1.945 -0.401
C 1.421 -1.712 -2.251
H 1.684 -0.819 -2.278
H 0.708 -2.489 -2.701
H 2.398 -2.260 -2.139
C 0.666 -3.496 -0.053
H 0.127 -4.003 -0.800
H 0.319 -3.430 0.778
H 1.682 -3.979 -0.289
H -0.026 -1.440 -0.460
H 1.457 -2.075 2.145
H 0.413 -0.690 1.570
H 3.505 -0.144 1.944
H 1.246 1.730 1.675
H 2.939 2.110 2.317
H -0.250 0.730 -2.029
H -2.651 0.050 -1.502
*
```

=====

No. 6
Below is a 2-piece molecular cluster, ClO2S overall, with properties calculated with ωB97M-V/def2-TZVPD.

The HOMO energy (alpha / beta) is -4.119 / -3.296 eV. Its LUMO energy (alpha / beta) is 3.41 / 3.69 eV. The calculation puts the energy at -27449.8546 eV. Its energy above the lowest of the compared OMol25 structures with the same formula, charge and spin is 501.9 kJ/mol.

ORCA input file:
```
! wB97M-V def2-TZVPD RIJCOSX def2/J DEFGRID3
* xyz -1 1
O 0.321 -1.481 0.271
O -1.466 1.472 -0.104
S 0.215 -0.286 -0.507
Cl 2.163 0.444 0.037
*
```

=====

No. 7
Below is a 8-piece molecular cluster, C48H108Cl2FIN8O11 overall, with properties calculated with ωB97M-V/def2-TZVPD.

The HOMO energy is -9.172 eV. Its LUMO energy is 0.07 eV. The calculation puts the energy at -121825.0709 eV.

ORCA input file:
```
! wB97M-V def2-TZVPD RIJCOSX def2/J DEFGRID3
* xyz 0 1
C 5.458 1.586 2.961
C 4.367 0.620 2.245
O 3.120 1.350 2.277
C 2.107 0.704 1.429
C 0.943 0.145 2.381
C -0.458 0.912 2.240
O -1.049 1.502 3.457
C -2.140 0.700 3.929
O -2.763 1.000 4.945
C -2.288 -0.594 2.934
C -3.764 -1.140 3.084
C -4.600 -1.539 1.800
C -6.116 -1.791 2.324
N -7.002 -0.588 2.422
O -6.549 -2.894 2.677
C -1.352 -1.638 3.714
Cl -0.388 -1.064 5.186
C -1.162 -2.996 3.428
C -0.183 -3.931 4.304
Cl -2.038 -3.797 2.074
C -1.740 0.178 1.630
C -2.879 1.194 1.143
C -2.488 2.706 0.911
C -3.523 3.343 -0.164
F -2.664 3.521 2.104
C -1.365 -0.890 0.509
C -1.160 -0.384 -0.981
C -0.570 1.058 -1.234
I 0.239 -1.815 -1.939
H 5.345 1.447 4.085
H 5.195 2.687 2.756
H 6.484 1.318 2.557
H 4.237 -0.294 2.917
H 4.740 0.378 1.198
H 2.625 -0.190 0.948
H 1.778 1.504 0.694
H 1.298 0.366 3.454
H 0.878 -0.987 2.319
H -0.084 1.878 1.736
H -3.717 -2.076 3.751
H -4.425 -0.412 3.686
H -4.315 -2.507 1.282
H -4.715 -0.750 0.993
H -6.500 0.171 2.925
H -7.197 -0.207 1.487
H -0.412 -5.030 4.061
H 0.912 -3.684 4.153
H -0.504 -3.785 5.388
H -3.311 0.806 0.149
H -3.798 1.233 1.838
H -1.459 2.923 0.504
H -3.041 4.139 -0.818
H -4.037 2.559 -0.805
H -4.355 3.846 0.464
H -2.249 -1.629 0.461
H -0.467 -1.557 0.773
H -2.134 -0.519 -1.567
H 0.135 1.039 -2.125
H -1.442 1.748 -1.544
H -0.056 1.571 -0.368
C 0.927 -9.197 1.144
C 2.158 -8.683 1.884
C 2.023 -7.227 2.376
O 2.162 -6.245 1.355
C 0.995 -6.035 0.577
N 3.336 -8.856 1.026
H 0.861 -8.818 0.123
H 0.956 -10.287 1.074
H 0.009 -8.922 1.671
H 2.287 -9.315 2.770
H 2.837 -7.033 3.082
H 1.089 -7.076 2.932
H 0.081 -6.141 1.167
H 0.983 -6.718 -0.274
H 1.035 -5.017 0.180
H 4.168 -8.609 1.560
H 3.293 -8.136 0.304
C 8.365 -8.541 -0.866
C 7.910 -9.967 -1.163
C 7.045 -10.090 -2.434
O 5.705 -9.638 -2.277
C 5.542 -8.234 -2.366
N 7.217 -10.501 0.015
H 7.572 -7.928 -0.433
H 9.187 -8.549 -0.146
H 8.722 -8.046 -1.774
H 8.814 -10.564 -1.327
H 6.968 -11.152 -2.689
H 7.519 -9.599 -3.294
H 6.231 -7.782 -3.086
H 5.666 -7.779 -1.381
H 4.519 -8.033 -2.694
H 7.006 -11.484 -0.146
H 6.296 -10.062 0.051
C -3.812 3.467 -4.181
C -4.265 2.040 -4.476
C -5.121 1.914 -5.752
O -6.463 2.366 -5.607
C -6.625 3.771 -5.701
N -4.967 1.508 -3.300
H -4.607 4.083 -3.754
H -2.994 3.462 -3.454
H -3.449 3.959 -5.087
H -3.360 1.443 -4.631
H -5.195 0.851 -6.004
H -4.639 2.402 -6.608
H -5.928 4.219 -6.416
H -6.511 4.230 -4.717
H -7.645 3.970 -6.040
H -5.176 0.525 -3.461
H -5.888 1.948 -3.273
C -8.055 7.386 2.929
C -6.912 6.571 3.529
C -6.010 5.898 2.474
O -6.579 4.745 1.861
C -7.498 5.027 0.819
N -7.469 5.591 4.469
H -8.875 6.760 2.571
H -8.476 8.057 3.682
H -7.704 7.999 2.095
H -6.285 7.268 4.095
H -5.106 5.544 2.981
H -5.678 6.615 1.713
H -7.215 5.916 0.249
H -8.505 5.137 1.225
H -7.511 4.169 0.141
H -6.701 5.121 4.945
H -7.898 4.849 3.915
C -2.492 4.499 -9.349
C -1.349 3.688 -8.746
C -0.440 3.020 -9.799
O -1.002 1.868 -10.416
C -1.918 2.146 -11.462
N -1.905 2.702 -7.811
H -3.309 3.871 -9.711
H -2.919 5.167 -8.596
H -2.141 5.116 -10.180
H -0.727 4.386 -8.176
H 0.463 2.669 -9.290
H -0.108 3.740 -10.557
H -1.637 3.037 -12.030
H -2.928 2.252 -11.059
H -1.924 1.290 -12.140
H -1.137 2.234 -7.333
H -2.328 1.960 -8.369
C 4.653 2.102 7.406
C 5.197 0.677 7.339
C 5.480 0.056 8.722
O 6.664 0.534 9.352
C 6.521 1.785 10.003
N 6.392 0.664 6.486
H 5.429 2.839 7.621
H 4.209 2.382 6.448
H 3.876 2.190 8.171
H 4.428 0.063 6.858
H 5.636 -1.019 8.583
H 4.619 0.159 9.393
H 5.530 1.908 10.448
H 6.729 2.598 9.305
H 7.268 1.837 10.799
H 6.691 -0.301 6.358
H 7.153 1.082 7.022
C 4.227 5.325 -2.385
C 3.658 4.259 -1.454
C 3.655 2.841 -2.062
O 2.634 2.616 -3.029
C 2.929 3.113 -4.324
N 2.313 4.667 -1.029
H 3.524 5.620 -3.167
H 4.469 6.229 -1.821
H 5.146 4.976 -2.865
H 4.301 4.230 -0.567
H 3.455 2.129 -1.254
H 4.638 2.577 -2.471
H 3.992 3.032 -4.564
H 2.594 4.148 -4.415
H 2.363 2.521 -5.048
H 1.977 4.009 -0.327
H 1.686 4.516 -1.820
*
```

=====

No. 8
Below is one molecule with the formula C2H2N2S, with properties calculated with ωB97M-V/def2-TZVPD.

The HOMO energy is -9.761 eV. Its LUMO energy is 0.36 eV. The calculation puts the energy at -15920.4700 eV. Its energy above the lowest of the compared OMol25 structures with the same formula, charge and spin is 90.4 kJ/mol.

ORCA input file:
```
! wB97M-V def2-TZVPD RIJCOSX def2/J DEFGRID3
* xyz 0 1
C -0.585 -0.536 0.001
C -0.318 0.811 0.000
N 0.528 -1.282 0.002
N 1.608 -0.708 -0.004
S 1.354 1.094 0.001
H -1.556 -0.994 0.003
H -1.031 1.614 -0.004
*
```

=====

No. 9
Below is C14H11N5O2Pd as an isolated structure, with properties calculated with ωB97M-V/def2-TZVPD.

The HOMO energy (alpha / beta) is -8.779 / -8.763 eV. Its LUMO energy (alpha / beta) is -0.83 / -3.11 eV. The calculation puts the energy at -29715.4815 eV. Its energy above the lowest of the compared OMol25 structures with the same formula, charge and spin is 0.0 kJ/mol.

ORCA input file:
```
! wB97M-V def2-TZVPD RIJCOSX def2/J DEFGRID3
* xyz 0 3
Pd 0.689 0.186 1.561
C -0.745 1.606 -0.894
N -0.604 0.450 -0.019
C -1.388 -0.579 -0.158
C -1.301 -1.605 0.797
C -2.023 -2.783 1.028
C -1.560 -3.293 2.233
C -0.572 -2.422 2.695
N -0.406 -1.408 1.835
C -0.321 1.327 -2.317
C -1.250 1.390 -3.346
C -0.860 1.173 -4.657
C 0.462 0.890 -4.947
C 1.391 0.826 -3.922
C 1.004 1.026 -2.609
H -0.127 2.415 -0.483
H -1.794 1.937 -0.887
H -2.120 -0.626 -0.961
H -2.782 -3.192 0.389
H -1.895 -4.186 2.725
H -0.001 -2.498 3.606
H -2.278 1.651 -3.128
H -1.591 1.232 -5.451
H 0.773 0.745 -5.973
H 2.429 0.630 -4.151
H 1.736 0.977 -1.811
O 1.617 1.794 1.122
O 2.325 1.025 0.321
N 1.711 -0.105 3.230
C 2.082 0.080 4.335
N 2.652 0.166 5.421
C 2.432 0.469 6.646
N 2.316 0.701 7.770
*
```

=====

No. 10
Below is C32H37BaI2N3O6Sb2 as an isolated structure, with properties calculated with ωB97M-V/def2-TZVPD.

The HOMO energy is -7.153 eV. Its LUMO energy is 0.02 eV. The calculation puts the energy at -80510.2085 eV. Its energy above the lowest of the compared OMol25 structures with the same formula, charge and spin is 48.2 kJ/mol.

ORCA input file:
```
! wB97M-V def2-TZVPD RIJCOSX def2/J DEFGRID3
* xyz 0 1
Ba -0.003 -0.170 0.757
C 0.538 1.869 5.192
Sb 1.696 1.103 3.570
C 3.210 0.167 4.752
C 2.779 2.935 3.149
C 4.010 2.694 2.310
C 5.164 2.266 2.974
C 6.339 1.984 2.305
C 6.389 2.144 0.927
C 5.267 2.592 0.259
C 4.067 2.869 0.916
C 2.931 3.415 0.088
Sb 1.887 2.032 -1.228
C 3.520 1.219 -2.327
C 1.321 3.559 -2.616
H 1.188 2.340 5.928
H -0.017 1.060 5.666
H -0.178 2.597 4.814
H 3.584 0.857 5.508
H 4.028 -0.160 4.113
H 2.781 -0.704 5.245
H 3.060 3.344 4.121
H 2.074 3.629 2.693
H 5.131 2.163 4.052
H 7.210 1.652 2.854
H 7.299 1.934 0.380
H 5.319 2.749 -0.812
H 3.309 4.186 -0.586
H 2.151 3.876 0.694
H 4.164 2.000 -2.729
H 3.113 0.633 -3.152
H 4.092 0.547 -1.688
H 2.167 4.220 -2.804
H 0.491 4.139 -2.216
H 1.007 3.109 -3.558
O 2.728 -4.716 -3.260
C 2.259 -3.924 -2.488
C 0.788 -3.667 -2.237
O -0.156 -4.206 -2.836
C 0.695 -2.640 -1.225
C 1.989 -2.211 -0.799
O 2.219 -1.323 0.074
C 3.026 -2.953 -1.591
O 4.218 -2.786 -1.561
O -0.416 -2.142 -0.771
I -3.664 3.333 -0.436
C -3.968 1.699 0.815
C -5.263 1.179 0.970
C -5.514 0.088 1.759
I -7.478 -0.597 1.927
C -4.434 -0.562 2.415
C -4.576 -1.709 3.228
C -3.477 -2.306 3.777
C -2.211 -1.770 3.496
N -2.032 -0.695 2.767
C -3.118 -0.056 2.245
C -2.855 1.153 1.467
O -1.667 1.621 1.371
H -6.078 1.666 0.450
H -5.566 -2.109 3.405
H -3.564 -3.185 4.400
H -1.320 -2.253 3.883
C -3.660 -2.845 -4.392
C -4.355 -1.489 -4.065
N -3.563 -0.693 -3.134
C -2.250 -0.443 -3.714
C -1.512 -1.772 -3.966
N -2.426 -2.896 -3.560
C -2.832 -2.824 -2.115
C -3.385 -1.407 -1.868
H -3.377 -2.938 -5.439
H -4.272 -3.702 -4.115
H -5.341 -1.663 -3.634
H -4.488 -0.912 -4.979
H -1.684 0.171 -3.012
H -2.366 0.128 -4.636
H -0.601 -1.868 -3.385
H -1.279 -1.943 -5.016
H -1.876 -3.758 -3.659
H -1.924 -2.978 -1.540
H -3.534 -3.636 -1.936
H -2.603 -0.890 -1.310
H -4.325 -1.420 -1.320
*
```